# 1
C17H37N2O7P2 | the ωB97M-V functional and the def2-TZVPD basis

Output
- Multiplicity: 2
- HOMO-LUMO gap (spin up / spin down): 5.630 / 5.625 eV
- Net charge: 0
- <S²>: 0.75
- LUMO level (spin up / spin down): -1.8 / -1.8 eV
- E: -54109.8301 eV
- F_max: 9.8 eV/Å

The geometry in XYZ format:
```
65
Properties=species:S:1:pos:R:3:lowdin_charge:R:1
C 3.13 4.26 -2.23 -0.08
C 2.15 3.43 -1.17 -0.42
C 3.06 3.27 0.21 -0.08
C 0.89 4.43 -0.86 -0.12
C -0.59 3.74 -0.92 -0.49
C -1.70 4.53 0.01 -0.15
C -2.09 6.04 -0.53 -0.13
O -3.13 6.16 -1.39 -0.11
P -1.19 3.81 -2.78 0.95
N -0.81 5.46 -3.45 -0.21
O -2.93 3.51 -2.86 -0.37
C -0.41 2.20 -0.37 -0.12
C 0.72 1.34 -1.18 -0.41
C -0.12 0.36 -2.25 -0.07
C 1.37 0.27 -0.07 -0.06
N 1.81 2.13 -1.84 -0.13
O 1.69 2.22 -3.17 -0.06
H 3.56 5.17 -1.60 0.09
H 4.04 3.61 -2.61 0.10
H 2.51 4.73 -3.13 0.09
H 3.46 4.36 0.51 0.10
H 2.49 2.75 1.10 0.08
H 4.05 2.67 -0.08 0.10
H 0.99 5.43 -1.51 0.12
H 1.03 4.80 0.27 0.13
H -2.70 3.90 -0.01 0.13
H -1.40 4.64 1.14 0.12
H -1.53 7.03 -0.26 0.13
H 0.24 5.56 -3.55 0.02
H -1.16 5.50 -4.45 0.04
H -2.98 2.80 -3.60 0.06
H -0.02 2.29 0.75 0.13
H -1.42 1.59 -0.31 0.14
H -1.03 0.92 -2.72 0.06
H -0.57 -0.50 -1.56 0.09
H 0.58 -0.17 -3.02 0.10
H 0.62 0.09 0.83 0.10
H 2.45 0.55 0.26 0.07
H 1.44 -0.77 -0.65 0.09
O -1.91 -5.82 1.19 -0.24
P -0.71 -4.95 1.62 0.73
O -1.56 -4.10 2.77 -0.23
C -2.05 -4.79 3.90 -0.31
C -0.93 -5.11 4.88 -0.09
O -0.87 -3.83 0.40 -0.23
C -1.46 -4.20 -0.84 -0.31
C -2.94 -3.85 -0.85 -0.08
O 0.63 -3.97 2.11 -0.20
C 1.77 -4.63 2.62 -0.32
C 2.14 -5.89 1.86 -0.09
H -2.58 -5.70 3.61 0.11
H -2.78 -4.13 4.39 0.12
H -0.27 -5.87 4.46 0.06
H -1.34 -5.49 5.82 0.08
H -0.33 -4.22 5.09 0.08
H -1.29 -5.26 -1.06 0.10
H -0.95 -3.63 -1.63 0.11
H -3.46 -4.26 0.03 0.07
H -3.42 -4.23 -1.75 0.08
H -3.07 -2.76 -0.81 0.07
H 1.62 -4.85 3.68 0.09
H 2.60 -3.92 2.56 0.12
H 1.37 -6.66 1.97 0.07
H 3.08 -6.30 2.23 0.09
H 2.24 -5.68 0.79 0.09
```

# 2
C41H33Cl2N2O2P2S2Ta | the ωB97M-V functional and the def2-TZVPD basis

Output
- HOMO-LUMO gap: 6.833 eV
- Net charge: +2
- LUMO level: -6.5 eV
- E: -116962.9009 eV
- F_max: 1.5 eV/Å

The geometry in XYZ format:
```
85
Properties=species:S:1:pos:R:3:lowdin_charge:R:1
Ta 0.40 0.08 -0.21 1.49
C -0.19 3.38 -0.48 -0.22
P -1.29 2.00 -0.06 0.96
C -2.63 1.81 -1.26 -0.36
C -2.47 2.26 -2.57 -0.08
C -3.47 2.02 -3.51 -0.05
C -4.62 1.34 -3.14 -0.05
C -4.78 0.89 -1.84 -0.05
C -3.79 1.11 -0.90 -0.11
C -1.99 2.38 1.55 -0.38
C -3.20 3.06 1.64 -0.07
C -3.70 3.43 2.88 -0.04
C -2.99 3.13 4.03 -0.04
C -1.77 2.46 3.95 -0.05
C -1.27 2.09 2.71 -0.12
C 1.02 3.06 0.34 -0.37
C 1.89 3.89 0.96 0.00
C 2.93 3.09 1.51 -0.01
C 2.65 1.80 1.19 -0.38
C 3.48 0.58 1.40 -0.23
P 2.35 -0.82 1.35 1.03
C 3.33 -2.21 0.80 -0.38
C 3.79 -3.21 1.66 -0.06
C 4.64 -4.19 1.18 -0.04
C 5.05 -4.17 -0.14 -0.04
C 4.62 -3.17 -1.00 -0.05
C 3.76 -2.19 -0.53 -0.13
C 1.66 -1.10 2.99 -0.36
C 1.67 -0.08 3.94 -0.08
C 1.06 -0.28 5.17 -0.05
C 0.45 -1.49 5.46 -0.04
C 0.44 -2.51 4.51 -0.04
C 1.04 -2.32 3.28 -0.13
N 1.43 1.70 0.49 -0.17
H -0.63 4.33 -0.19 0.12
H 0.04 3.39 -1.55 0.09
H -1.59 2.81 -2.87 0.10
H -3.34 2.39 -4.52 0.12
H -5.40 1.17 -3.87 0.12
H -5.68 0.37 -1.55 0.12
H -3.92 0.76 0.12 0.10
H -3.76 3.30 0.74 0.11
H -4.64 3.96 2.94 0.12
H -3.38 3.42 5.00 0.12
H -1.21 2.24 4.84 0.11
H -0.31 1.59 2.66 0.07
H 1.81 4.96 0.99 0.13
H 3.81 3.43 2.04 0.12
H 4.06 0.61 2.33 0.12
H 4.19 0.43 0.58 0.11
H 3.48 -3.22 2.70 0.11
H 4.99 -4.97 1.85 0.12
H 5.72 -4.94 -0.51 0.12
H 4.96 -3.14 -2.03 0.12
H 3.43 -1.40 -1.20 0.11
H 2.14 0.87 3.73 0.11
H 1.08 0.50 5.91 0.12
H -0.02 -1.65 6.42 0.12
H -0.03 -3.46 4.74 0.12
H 1.04 -3.12 2.56 0.10
Cl 2.40 1.90 -4.24 0.79
C 1.04 0.88 -4.33 -0.58
C 0.41 0.62 -5.58 -0.08
C -0.69 -0.18 -5.66 -0.58
Cl -1.42 -0.48 -7.19 0.78
C -1.27 -0.77 -4.50 -0.16
C -2.42 -1.58 -4.46 0.02
C -2.88 -2.00 -3.24 0.00
C -2.22 -1.62 -2.07 -0.10
N -1.11 -0.90 -2.06 0.06
C -0.65 -0.49 -3.27 -0.17
C 0.52 0.29 -3.21 -0.34
O 1.02 0.45 -1.97 -0.25
H 0.83 1.07 -6.47 0.12
H -2.93 -1.84 -5.38 0.11
H -3.77 -2.61 -3.16 0.13
H -2.62 -1.92 -1.11 0.09
C 0.72 -3.35 -0.88 0.00
O 0.19 -2.21 -0.12 -0.47
C -0.95 -2.37 0.66 -1.30
S -1.69 -3.75 1.00 0.83
S -1.39 -0.77 1.20 0.68
H 1.71 -3.58 -0.51 0.08
H 0.74 -3.04 -1.93 0.11
H 0.04 -4.18 -0.74 0.06
```

# 3
C37H86CaN5O9 | the ωB97M-V functional and the def2-TZVPD basis

Output
- HOMO-LUMO gap: 6.452 eV
- Net charge: +1
- LUMO level: -3.5 eV
- E: -84071.1959 eV
- F_max: 2.8 eV/Å

The geometry in XYZ format:
```
138
Properties=species:S:1:pos:R:3:lowdin_charge:R:1
Ca 0.15 -3.03 -2.24 1.56
C 0.06 -0.40 0.13 -0.32
O -0.07 -1.63 -0.50 -0.55
H -0.23 -0.47 1.19 0.07
H 1.10 -0.04 0.11 0.05
H -0.59 0.38 -0.32 0.05
C 0.94 0.97 4.43 -0.04
C 1.27 2.43 4.14 -0.51
C 2.76 2.63 4.44 -0.12
C 3.44 3.76 3.68 -0.17
C 3.10 3.77 2.21 -0.14
C 1.60 3.75 1.97 -0.52
N 1.01 2.66 2.72 -0.09
O -0.37 2.55 2.41 -0.03
C 0.99 5.14 2.29 -0.01
C 1.38 3.46 0.48 -0.03
C 0.39 3.30 5.07 -0.02
H 1.59 0.29 3.86 0.06
H -0.09 0.70 4.20 0.08
H 1.09 0.72 5.49 0.09
H 2.86 2.89 5.49 0.12
H 3.28 1.68 4.32 0.09
H 4.52 3.63 3.81 0.11
H 3.27 4.71 4.20 0.11
H 3.54 2.90 1.69 0.11
H 3.56 4.65 1.75 0.13
H 1.46 5.61 3.15 0.07
H 1.03 5.78 1.41 0.08
H -0.06 5.01 2.56 0.08
H 2.05 4.05 -0.14 0.09
H 1.50 2.39 0.28 0.07
H 0.33 3.62 0.22 0.06
H 0.69 4.34 4.96 0.08
H 0.55 3.04 6.12 0.09
H -0.66 3.15 4.86 0.08
H -0.46 1.63 2.13 0.08
C 4.98 0.02 2.45 -0.02
C 5.49 -1.36 2.02 -0.52
C 6.60 -1.76 2.99 -0.14
C 6.13 -2.27 4.36 -0.16
C 5.22 -3.46 4.05 -0.14
C 4.01 -3.07 3.22 -0.51
N 4.46 -2.39 2.01 -0.08
O 3.41 -2.07 1.12 -0.03
C 3.32 -4.39 2.82 -0.03
C 2.99 -2.26 4.05 -0.02
C 6.13 -1.25 0.64 -0.03
H 4.18 0.33 1.76 0.08
H 5.75 0.78 2.36 0.10
H 4.51 0.04 3.43 0.06
H 7.22 -2.57 2.57 0.12
H 7.28 -0.92 3.14 0.12
H 5.57 -1.48 4.86 0.10
H 6.95 -2.62 4.99 0.12
H 4.84 -3.95 4.95 0.13
H 5.80 -4.17 3.46 0.13
H 2.30 -4.24 2.46 0.07
H 3.91 -4.88 2.03 0.08
H 3.37 -5.13 3.62 0.09
H 2.14 -1.93 3.46 0.07
H 2.67 -2.88 4.89 0.10
H 3.51 -1.43 4.53 0.06
H 7.04 -0.67 0.69 0.09
H 5.45 -0.79 -0.07 0.07
H 6.37 -2.25 0.28 0.09
H 2.89 -1.37 1.54 0.09
C -3.81 -0.23 0.27 -0.11
O -4.55 -0.48 -0.88 -0.18
C -4.66 0.65 -1.71 -0.23
C -5.49 0.32 -2.94 -0.20
N -5.03 -0.95 -3.51 -0.06
C -6.00 -1.61 -4.38 -0.21
C -6.90 -2.58 -3.64 -0.23
O -6.13 -3.71 -3.28 -0.19
C -6.93 -4.83 -2.97 -0.12
H -4.39 0.22 1.09 0.10
H -2.88 0.29 0.05 0.05
H -3.43 -1.17 0.69 0.09
H -3.67 1.05 -1.98 0.11
H -5.18 1.47 -1.18 0.13
H -5.27 1.12 -3.64 0.09
H -6.55 0.29 -2.64 0.12
H -4.78 -1.55 -2.73 0.09
H -5.45 -2.14 -5.16 0.11
H -6.60 -0.88 -4.93 0.11
H -7.83 -2.78 -4.18 0.13
H -7.19 -2.06 -2.71 0.13
H -7.28 -5.34 -3.87 0.09
H -7.78 -4.59 -2.32 0.09
H -6.32 -5.58 -2.45 0.08
C 1.64 0.26 -3.17 -0.07
O 2.03 -1.11 -3.21 -0.24
C 3.34 -1.30 -2.72 -0.22
C 3.60 -2.74 -2.32 -0.18
N 2.50 -3.26 -1.46 -0.14
C 2.78 -4.64 -1.10 -0.20
C 1.59 -5.20 -0.33 -0.21
O 0.42 -5.25 -1.15 -0.32
C 0.01 -6.57 -1.55 -0.04
H 2.21 0.86 -3.89 0.10
H 1.80 0.68 -2.17 0.08
H 0.61 0.32 -3.49 0.10
H 3.53 -0.68 -1.83 0.12
H 4.08 -1.00 -3.47 0.14
H 4.54 -2.74 -1.75 0.12
H 3.74 -3.36 -3.20 0.13
H 2.61 -2.72 -0.60 0.09
H 3.61 -4.75 -0.39 0.13
H 3.01 -5.31 -1.93 0.13
H 1.42 -4.63 0.59 0.11
H 1.88 -6.18 0.05 0.14
H -0.57 -6.49 -2.46 0.09
H -0.58 -7.01 -0.75 0.10
H 0.89 -7.18 -1.79 0.10
C -7.96 3.13 -4.76 -0.12
O -6.81 3.83 -4.40 -0.18
C -5.75 3.58 -5.29 -0.25
C -4.53 4.33 -4.84 -0.21
N -4.05 3.77 -3.58 -0.06
C -3.11 4.60 -2.87 -0.21
C -2.45 3.87 -1.73 -0.25
O -3.37 3.71 -0.69 -0.18
C -2.78 3.20 0.47 -0.12
H -7.79 2.04 -4.76 0.08
H -8.40 3.46 -5.71 0.09
H -8.73 3.31 -4.00 0.09
H -5.54 2.50 -5.31 0.11
H -5.98 3.89 -6.32 0.13
H -3.76 4.27 -5.61 0.12
H -4.77 5.39 -4.67 0.13
H -4.83 3.51 -2.99 0.10
H -2.37 4.96 -3.59 0.12
H -3.63 5.48 -2.44 0.13
H -2.08 2.90 -2.11 0.12
H -1.56 4.44 -1.42 0.12
H -2.24 2.26 0.30 0.06
H -3.55 3.08 1.24 0.10
H -2.04 3.89 0.91 0.08
```

# 4
C4H6O7Tl | the ωB97M-V functional and the def2-TZVPD basis

Output
- HOMO-LUMO gap: 6.442 eV
- Net charge: -1
- LUMO level: 1.9 eV
- E: -23272.3148 eV
- F_max: 4.5 eV/Å

The geometry in XYZ format:
```
18
Properties=species:S:1:pos:R:3:lowdin_charge:R:1
O 0.17 1.15 -9.80 -0.18
C 1.15 0.88 -9.05 -0.83
O 2.33 0.74 -9.44 -0.18
O 0.86 0.78 -7.73 0.02
O 2.19 -0.21 -4.52 -0.19
C 1.24 0.15 -5.49 -0.26
C 1.89 0.41 -6.83 -0.15
Tl 1.61 1.08 -11.51 0.96
H 0.72 1.06 -5.15 0.12
H 0.49 -0.65 -5.59 0.13
H 2.40 -0.50 -7.18 0.13
H 2.63 1.22 -6.75 0.13
C 2.57 -1.82 -4.34 -0.82
O 2.56 -2.53 -5.39 -0.08
O 3.79 -1.76 -3.61 0.00
H 4.48 -1.71 -4.27 0.08
O 1.56 -2.05 -3.40 -0.06
H 1.27 -0.98 -3.24 0.18
```

# 5
CHBrCl2S | the ωB97M-V functional and the def2-TZVPD basis

Output
- HOMO-LUMO gap (spin up / spin down): 9.611 / 5.671 eV
- Net charge: 0
- LUMO level (spin up / spin down): -0.5 / -2.4 eV
- E: -106972.4640 eV
- F_max: 1.8 eV/Å

The geometry in XYZ format:
```
6
Properties=species:S:1:pos:R:3:lowdin_charge:R:1
C -1.22 -0.02 -0.35 -1.82
S 1.91 0.04 1.12 0.34
Cl -1.67 0.63 1.18 0.51
Cl -1.38 -1.64 -0.56 0.61
Br -0.31 1.15 -1.45 0.65
H 2.66 -0.15 0.05 -0.30
```

# 6
Cl2H3N2P | the ωB97M-V functional and the def2-TZVPD basis

Output
- HOMO-LUMO gap: 6.794 eV
- Net charge: 0
- LUMO level: -2.0 eV
- E: -37360.6307 eV
- F_max: 2.6 eV/Å

The geometry in XYZ format:
```
8
Properties=species:S:1:pos:R:3:lowdin_charge:R:1
N -0.17 -0.02 -0.53 -0.15
N -0.59 -0.98 0.39 -0.45
P -2.17 -1.20 0.79 0.58
Cl -1.28 2.52 0.25 -0.24
Cl -3.06 -0.02 -0.54 0.22
H -0.86 1.01 -0.40 -0.21
H 0.83 0.36 -0.37 0.12
H 0.24 -1.58 0.63 0.12
```